Entry 1:
Computed, not measured: a structure of composition C40H50BN8P2Si2Tl, with the ωB97M-V functional and the def2-TZVPD basis.

Properties
HOMO (eV): -1.546
Charge: -2
Electronic energy (eV): -93920.606

Positions of all 104 atoms, in Å:
Tl1 -0.30046 1.07242 -0.43124
C1 1.45331 3.87416 1.95468
Si1 1.46541 2.31251 3.01041
C2 3.15432 2.24332 3.84546
C3 0.31696 2.65886 4.47096
N1 1.00127 0.97853 2.08874
P1 1.61550 -0.49678 1.97217
C4 1.21158 -1.53960 0.73991
P2 -0.26070 -2.25004 0.41924
N2 -1.65699 -1.47257 0.57204
Si2 -3.26974 -1.95715 0.49555
C5 -3.80107 -2.97635 -1.00271
C6 -3.81918 -2.91621 2.03887
C7 -4.40788 -0.45479 0.32808
C8 -0.36398 -3.91653 1.27037
C9 -1.25555 -4.91028 0.86586
C10 -1.33203 -6.13133 1.52651
C11 -0.50915 -6.38321 2.61885
C12 0.40214 -5.41522 3.02235
C13 0.48154 -4.20232 2.34036
C14 -0.15109 -2.80211 -1.35446
C15 0.57138 -3.93195 -1.73695
C16 0.71948 -4.27201 -3.07676
C17 0.15587 -3.47417 -4.06832
C18 -0.55952 -2.34080 -3.70698
C19 -0.71847 -2.02163 -2.36266
C20 1.32834 -1.13524 3.69928
C21 2.26764 -1.26379 4.71833
C22 1.89328 -1.70027 5.99121
C23 0.57082 -2.01304 6.26695
C24 -0.38506 -1.88114 5.26073
C25 -0.00841 -1.44729 3.99964
C26 3.46110 -0.39713 1.78341
C27 3.99922 0.68183 1.07869
C28 5.35136 0.73322 0.75817
C29 6.20157 -0.29250 1.15511
C30 5.67876 -1.38064 1.84579
C31 4.32075 -1.43424 2.14201
H1 1.16675 4.76383 2.53245
H2 0.72839 3.75346 1.14336
H3 2.43700 4.06536 1.50625
H4 3.37530 3.21633 4.30383
H5 3.96031 1.99859 3.14751
H6 3.15466 1.48645 4.64032
H7 0.81718 3.31587 5.19532
H8 0.05342 1.72296 4.98337
H9 -0.60426 3.15383 4.15135
H10 -3.52002 -4.03157 -0.97161
H11 -3.35939 -2.54444 -1.90778
H12 -4.89274 -2.92478 -1.10094
H13 -3.94317 -3.98813 1.84166
H14 -4.76937 -2.53331 2.43567
H15 -3.05335 -2.81750 2.81886
H16 -4.67829 -0.30420 -0.72537
H17 -3.91793 0.45783 0.66943
H18 -5.34127 -0.58153 0.89300
H19 -1.88934 -4.73118 0.00690
H20 -2.03184 -6.88817 1.18765
H21 -0.56872 -7.33241 3.14027
H22 1.06125 -5.60529 3.86304
H23 1.22269 -3.46177 2.61199
H24 1.04417 -4.54227 -0.97468
H25 1.28896 -5.15466 -3.34917
H26 0.28108 -3.73157 -5.11399
H27 -0.98897 -1.69380 -4.46440
H28 -1.29747 -1.14594 -2.09650
H29 3.30212 -0.99967 4.53388
H30 2.64313 -1.78980 6.77004
H31 0.28483 -2.36111 7.25289
H32 -1.42228 -2.12774 5.46066
H33 -0.75290 -1.35967 3.20931
H34 3.33390 1.47887 0.75956
H35 5.73838 1.57227 0.19107
H36 7.25780 -0.25605 0.91129
H37 6.32781 -2.19989 2.13689
H38 3.91546 -2.31573 2.62792
B1 0.52754 2.65520 -4.39849
N3 1.60396 1.66512 -3.82620
C32 2.85267 1.49965 -4.29728
C33 3.51879 0.60972 -3.47347
C34 2.56355 0.27095 -2.49861
N4 1.41957 0.91493 -2.71939
N5 -0.91483 2.09918 -4.19175
C35 -1.75261 1.65543 -5.14990
C36 -2.95851 1.32843 -4.56002
C37 -2.75035 1.62056 -3.19732
N6 -1.52415 2.08962 -2.98654
H39 0.71455 2.72657 -5.60488
H40 0.62214 3.74812 -3.85964
H41 3.17460 2.01772 -5.18765
H42 4.53134 0.25150 -3.56697
H43 2.63301 -0.41075 -1.65542
H44 -1.42832 1.59858 -6.17698
H45 -3.83977 0.92488 -5.03397
H46 -3.42539 1.49959 -2.35715
N7 -3.20030 1.78956 3.39482
C38 -3.83333 2.96725 3.05495
C39 -3.23755 3.36436 1.89300
N8 -2.25703 2.46393 1.52566
C40 -2.25512 1.54048 2.45487
H47 -3.37849 1.22204 4.20283
H48 -4.62672 3.39056 3.64874
H49 -3.46248 4.22936 1.28676
H50 -1.59060 0.68159 2.46907

Atomic partial charges in e from the Mulliken method, atoms 1 to 5: 1.234, -1.103, 0.332, -1.129, -1.071


Entry 2:
Computed, not measured: a cluster of 10 separate species, C40H50N10 in total, with the ωB97M-V functional and the def2-TZVPD basis.

Properties
Energy relative to the best compared isomer or geometry (same formula, charge and spin) (kJ/mol): 107.31
HOMO (eV): -8.136
Charge: 0
Structure (SMILES): c1cc[nH]c1.c1cc[nH]c1.c1cc[nH]c1.c1cc[nH]c1.c1cc[nH]c1.c1cc[nH]c1.c1cc[nH]c1.c1cc[nH]c1.c1cc[nH]c1.c1cc[nH]c1
Electronic energy (eV): -57189.132

Positions of all 100 atoms, in Å:
C1 12.51648 11.25312 12.61958
C2 11.63648 12.31868 12.92888
C3 11.39789 12.89630 11.75202
N1 12.05965 12.32395 10.72316
C4 12.73072 11.27818 11.26301
H1 13.02426 10.53998 13.26265
H2 11.11850 12.63530 13.81706
H3 10.66246 13.65219 11.53595
H4 11.96166 12.59290 9.74049
H5 13.28652 10.61427 10.60898
C5 17.76036 11.71034 9.88184
C6 18.62663 11.84538 11.01855
C7 17.95456 11.39978 12.09532
N2 16.76429 10.87656 11.71890
C8 16.59829 11.13930 10.38564
H6 17.94416 12.00090 8.86152
H7 19.63618 12.26846 11.04078
H8 18.27665 11.48094 13.12690
H9 16.09149 10.42535 12.31050
H10 15.70078 10.85208 9.89365
C9 9.76418 9.29479 16.11034
C10 11.13729 9.33215 15.74446
C11 11.79038 9.71568 16.81847
N3 10.86892 9.93152 17.86850
C12 9.63026 9.60913 17.45183
H11 8.98898 9.03126 15.39936
H12 11.64450 9.15762 14.82932
H13 12.81648 9.90848 17.02843
H14 11.09915 10.22691 18.80253
H15 8.83399 9.67165 18.17278
C13 15.18450 6.93515 12.97068
C14 14.33391 7.46579 11.93762
C15 13.07272 7.51324 12.49484
N4 13.06516 6.95662 13.75433
C16 14.34832 6.52289 14.00555
H16 16.24613 6.69553 13.02014
H17 14.55966 7.84793 10.95924
H18 12.15299 7.95306 12.12256
H19 12.22140 6.77062 14.27168
H20 14.51967 6.06731 14.96305
C17 11.43611 16.34973 11.36883
C18 10.24509 16.63730 10.68657
C19 10.58756 17.25577 9.49016
N5 11.93599 17.46553 9.49002
C20 12.44494 16.96591 10.65439
H21 11.70346 15.93906 12.30896
H22 9.24161 16.40320 11.02214
H23 9.95149 17.58728 8.71712
H24 12.39019 17.93459 8.74858
H25 13.50127 16.98113 10.87755
C21 15.57223 16.28732 12.29393
C22 14.76707 15.46586 13.13682
C23 14.75504 14.19468 12.65602
N6 15.59166 14.13644 11.56868
C24 16.07408 15.43203 11.32765
H26 15.79216 17.31249 12.34128
H27 14.12846 15.70637 13.99962
H28 14.12305 13.38580 13.01163
H29 15.69953 13.39120 10.88762
H30 16.65207 15.59523 10.42192
C25 14.20117 13.43208 7.72100
C26 12.94514 12.95229 7.23080
C27 11.95690 13.78267 7.71428
N7 12.55252 14.78190 8.42659
C28 13.89565 14.56368 8.51143
H31 15.20293 13.04478 7.58645
H32 12.63462 12.21045 6.48212
H33 10.87646 13.85127 7.45477
H34 11.99765 15.37276 9.04631
H35 14.43903 15.19377 9.19257
C29 7.07257 14.12065 8.73344
C30 7.29636 13.05345 7.82855
C31 7.56918 11.90479 8.51979
N8 7.59831 12.31221 9.84717
C32 7.36102 13.64203 9.97257
H36 6.79828 15.09523 8.37595
H37 7.30606 13.09736 6.76994
H38 7.66662 10.86301 8.23424
H39 7.53202 11.61138 10.59857
H40 7.37491 14.03100 10.97804
C33 7.60862 9.53397 12.11947
C34 7.84678 8.84763 10.90185
C35 9.16176 9.03446 10.63778
N9 9.70631 9.85478 11.55009
C36 8.77195 10.13919 12.50961
H41 6.75349 9.43706 12.72656
H42 7.15584 8.18097 10.38973
H43 9.78336 8.61738 9.84495
H44 10.70874 10.02602 11.56966
H45 8.93855 10.74757 13.36683
C37 14.96369 9.98810 15.18610
C38 16.38105 9.74304 15.30137
C39 16.95481 11.00707 15.28894
N10 15.99266 11.97629 15.22641
C40 14.78982 11.33814 15.11720
H46 14.17287 9.27149 15.02379
H47 16.94704 8.82965 15.39453
H48 17.96169 11.34577 15.30957
H49 16.07541 12.94812 14.96072
H50 13.87490 11.87168 15.01168

Atomic partial charges in e from the Mulliken method, atoms 1 to 5: 1.484, -0.738, -0.748, 0.806, -1.838